(1)
{
  "formula": "C14H17BCl4O2Si",
  "method": "the ωB97M-V functional and the def2-TZVPD basis",
  "symbols": ["Cl", "B", "Cl", "Cl", "O", "C", "C", "C", "C", "C", "Cl", "C", "C", "H", "H", "H", "H", "H", "C", "Si", "C", "C", "C", "C", "C", "C", "O", "H", "H", "H", "H", "H", "H", "H", "H", "H", "H", "H", "H"],
  "positions_angstrom": [[3.74, 1.69, 1.08], [2.80, 0.09, 1.06], [3.23, -0.84, -0.47], [3.27, -0.90, 2.55], [1.36, 0.36, 1.08], [0.50, -0.67, 1.08], [-0.88, -0.47, 1.08], [-1.82, -1.53, 1.08], [-3.16, -1.27, 1.08], [-3.62, 0.04, 1.07], [-5.32, 0.36, 1.06], [-2.72, 1.10, 1.07], [-1.37, 0.86, 1.08], [0.91, -1.67, 1.09], [-1.46, -2.55, 1.09], [-3.88, -2.07, 1.08], [-3.10, 2.11, 1.07], [-0.66, 1.66, 1.08], [3.03, -4.42, 7.49], [3.38, -2.69, 6.85], [3.83, -1.56, 8.27], [4.79, -2.74, 5.61], [1.87, -1.99, 6.00], [0.66, -2.61, 5.81], [-0.16, -1.73, 5.11], [0.59, -0.60, 4.90], [1.83, -0.75, 5.43], [3.90, -4.83, 7.99], [2.21, -4.39, 8.20], [2.76, -5.07, 6.67], [4.72, -1.92, 8.79], [4.03, -0.56, 7.90], [3.01, -1.51, 8.99], [5.69, -3.12, 6.07], [4.52, -3.37, 4.77], [4.98, -1.74, 5.24], [0.39, -3.60, 6.15], [-1.18, -1.89, 4.81], [0.25, 0.29, 4.37]],
  "mulliken_charge": [-0.316, 0.586, -0.308, -0.182, -0.462, -0.269, 0.422, -0.360, -0.724, 0.459, -0.168, -0.723, -0.256, 0.434, 0.453, 0.430, 0.422, 0.544, -1.026, 0.017, -1.046, -0.937, 0.093, -0.005, -0.489, -0.705, -0.255, 0.321, 0.309, 0.312, 0.324, 0.335, 0.325, 0.317, 0.313, 0.284, 0.518, 0.477, 0.537],
  "e_homo_ha": -0.3151,
  "spin_multiplicity": 1,
  "charge": 0
}

(2)
{
  "formula": "C14H17BClFeN6O6S2",
  "method": "the ωB97M-V functional and the def2-TZVPD basis",
  "symbols": ["Fe", "O", "N", "N", "O", "C", "C", "C", "C", "C", "C", "H", "H", "H", "H", "H", "O", "Cl", "O", "O", "O", "C", "N", "C", "C", "N", "B", "N", "C", "C", "N", "C", "C", "S", "C", "S", "H", "H", "H", "H", "H", "H", "H", "H", "H", "H", "H", "H"],
  "positions_angstrom": [[1.01, -1.68, -0.41], [0.64, -1.16, 1.44], [1.01, 0.02, 1.78], [1.32, 0.71, 0.79], [1.25, 0.23, -0.43], [1.73, 2.10, 0.96], [2.02, 2.82, -0.18], [2.39, 4.15, -0.04], [2.46, 4.74, 1.21], [2.17, 3.99, 2.34], [1.80, 2.66, 2.22], [1.95, 2.34, -1.14], [2.60, 4.73, -0.93], [2.75, 5.78, 1.31], [2.22, 4.44, 3.32], [1.56, 2.07, 3.10], [4.70, -3.15, -0.55], [3.43, -2.52, -0.40], [3.49, -1.31, 0.38], [2.83, -2.19, -1.72], [2.43, -3.41, 0.24], [-0.42, -3.87, 2.27], [-1.47, -2.96, 1.79], [-2.32, -2.28, 2.55], [-3.08, -1.48, 1.71], [-2.68, -1.68, 0.45], [-3.49, -1.00, -0.78], [-2.54, -0.31, -1.78], [-2.19, -0.77, -3.05], [-1.33, 0.10, -3.59], [-1.13, 1.11, -2.64], [-0.26, 2.26, -2.81], [-1.88, 0.86, -1.53], [-1.98, 1.83, -0.15], [-1.66, -2.58, 0.48], [-0.74, -3.19, -0.79], [-0.40, -3.82, 3.35], [0.54, -3.56, 1.88], [-0.63, -4.88, 1.94], [-2.35, -2.39, 3.63], [-3.87, -0.78, 1.93], [-4.10, -1.88, -1.35], [-4.19, -0.17, -0.26], [-2.62, -1.67, -3.46], [-0.83, 0.10, -4.54], [-0.16, 2.48, -3.87], [0.72, 2.06, -2.38], [-0.70, 3.11, -2.29]],
  "mulliken_charge": [0.406, -0.142, -0.802, 1.491, -0.437, 0.323, -0.287, -0.877, -0.425, -0.577, -0.294, 0.536, 0.373, 0.397, 0.388, 0.455, -0.614, 1.917, -0.571, -0.682, -0.597, -0.704, 0.299, -0.381, -0.486, 0.399, 0.025, 0.121, -0.621, -0.384, 0.207, -0.915, -0.070, -0.366, 0.018, -0.467, 0.299, 0.284, 0.294, 0.443, 0.465, -0.146, -0.136, 0.483, 0.435, 0.417, 0.167, 0.340],
  "e_homo_ha": [-0.2607, -0.2607],
  "spin_multiplicity": 2,
  "charge": 0,
  "s2": 0.88
}

(3)
{
  "formula": "C14H17BN4O4P2S",
  "method": "the ωB97M-V functional and the def2-TZVPD basis",
  "symbols": ["C", "C", "C", "C", "C", "C", "C", "C", "C", "C", "P", "N", "C", "B", "N", "O", "C", "N", "S", "N", "C", "C", "P", "O", "O", "O", "H", "H", "H", "H", "H", "H", "H", "H", "H", "H", "H", "H", "H", "H", "H", "H", "H"],
  "positions_angstrom": [[0.72, 1.27, 3.79], [1.70, 1.52, 2.52], [2.53, 2.85, 2.58], [3.55, 3.23, 1.45], [3.66, 2.25, 0.25], [2.79, 0.93, 0.17], [1.79, 0.50, 1.31], [0.94, -0.87, 1.25], [0.01, -0.95, -0.08], [-1.46, -0.32, -0.15], [-2.24, 0.52, 1.39], [-3.69, -0.13, 1.76], [-2.34, -0.36, -1.45], [-3.83, 0.33, -1.54], [-4.99, -0.47, -2.05], [-4.09, 1.69, -1.09], [-1.84, -1.05, -2.80], [-2.55, -1.16, -4.06], [-1.41, -2.06, -4.97], [-0.10, -2.29, -3.91], [-0.39, -1.66, -2.63], [0.55, -1.65, -1.35], [2.21, -2.51, -1.53], [3.25, -2.15, -0.47], [1.86, -4.20, -1.54], [2.81, -2.16, -3.11], [-0.29, 1.74, 3.49], [1.11, 1.90, 4.66], [0.60, 0.17, 4.05], [2.39, 3.56, 3.47], [4.16, 4.20, 1.53], [4.40, 2.52, -0.59], [2.94, 0.31, -0.78], [0.30, -0.86, 2.22], [1.61, -1.81, 1.36], [-2.33, 1.93, 1.12], [-1.42, 0.30, 2.56], [-3.67, -0.52, 2.71], [-5.31, -1.10, -1.28], [-5.74, 0.23, -2.21], [-3.31, 2.25, -1.32], [2.73, -4.61, -1.30], [2.37, -1.33, -3.42]],
  "mulliken_charge": [-1.327, 0.782, -0.522, -0.469, -0.607, -0.125, 0.739, -0.868, 0.226, -0.065, 0.582, -0.735, 0.199, 0.465, -0.584, -0.603, 0.063, -0.517, 0.172, -0.463, 0.189, -0.170, 1.033, -0.626, -0.520, -0.543, 0.221, 0.387, 0.353, 0.230, 0.312, 0.300, 0.015, 0.329, 0.394, 0.077, -0.070, 0.201, 0.291, 0.251, 0.324, 0.340, 0.337],
  "e_homo_ha": -0.3207,
  "spin_multiplicity": 1,
  "charge": 0
}

(4)
{
  "formula": "C14H17BeN5O4PSe4",
  "method": "the ωB97M-V functional and the def2-TZVPD basis",
  "symbols": ["Be", "O", "N", "O", "C", "C", "C", "C", "C", "C", "N", "C", "C", "N", "C", "C", "C", "C", "H", "H", "H", "H", "H", "H", "H", "Se", "Se", "Se", "Se", "N", "C", "P", "O", "O", "C", "N", "H", "H", "H", "H", "H", "H", "H", "H", "H", "H"],
  "positions_angstrom": [[0.58, 0.38, 0.42], [-5.69, -2.10, -0.68], [-5.54, -1.58, 0.41], [-6.40, -1.52, 1.26], [-4.21, -1.01, 0.74], [-4.10, -0.46, 1.98], [-2.89, 0.14, 2.42], [-2.72, 0.73, 3.69], [-1.50, 1.30, 3.98], [-0.49, 1.29, 3.02], [-0.62, 0.72, 1.84], [-1.81, 0.16, 1.55], [-1.92, -0.42, 0.25], [-0.79, -0.34, -0.49], [-0.79, -0.85, -1.70], [-1.92, -1.48, -2.23], [-3.07, -1.57, -1.49], [-3.11, -1.02, -0.19], [-4.96, -0.48, 2.64], [-3.53, 0.73, 4.40], [-1.32, 1.77, 4.94], [0.46, 1.78, 3.22], [0.13, -0.78, -2.27], [-1.88, -1.89, -3.23], [-3.94, -2.05, -1.90], [1.24, 2.90, 0.63], [3.30, 2.11, 1.47], [2.86, 0.39, 2.95], [1.72, -1.30, 1.79], [3.71, -2.10, -0.68], [4.17, -0.78, -1.19], [2.67, 0.01, -1.92], [2.18, -0.80, -3.06], [1.70, 0.25, -0.79], [3.26, 1.68, -2.46], [2.06, 2.55, -2.58], [3.08, -1.94, 0.21], [4.47, -2.72, -0.43], [3.13, -2.55, -1.39], [4.92, -0.92, -1.97], [4.58, -0.19, -0.38], [3.77, 1.58, -3.42], [3.93, 2.10, -1.72], [2.28, 3.47, -2.96], [1.65, 2.70, -1.55], [1.35, 2.11, -3.16]],
  "mulliken_charge": [-0.990, -0.627, 1.079, -0.625, -0.679, -0.467, 0.672, -0.642, -1.094, 0.220, 0.469, -0.603, 0.263, 0.585, 0.184, -1.246, -0.334, 0.540, 0.595, 0.500, 0.424, 0.492, 0.530, 0.476, 0.629, -0.557, -0.097, -0.103, -0.482, -0.088, -0.680, 0.419, -0.847, 1.012, -0.720, -0.113, -0.127, 0.384, 0.379, 0.457, 0.341, 0.451, 0.362, 0.391, -0.107, 0.372],
  "e_homo_ha": -0.3612,
  "relative_energy_kj_mol": 59.0,
  "spin_multiplicity": 1,
  "charge": 1
}

(5)
{
  "formula": "C14H17BeNO5Te",
  "method": "the ωB97M-V functional and the def2-TZVPD basis",
  "symbols": ["Be", "O", "C", "C", "N", "C", "C", "O", "O", "C", "C", "O", "O", "H", "H", "H", "H", "H", "H", "H", "H", "H", "C", "Te", "C", "C", "C", "C", "C", "C", "C", "H", "H", "H", "H", "H", "H", "H", "H"],
  "positions_angstrom": [[-1.34, 0.43, 0.29], [-2.04, 2.03, 0.03], [-3.20, 1.86, -0.82], [-3.83, 0.51, -0.50], [-2.74, -0.47, -0.43], [-2.96, -1.51, 0.59], [-2.39, -1.01, 1.93], [-2.73, -1.52, 2.97], [-1.52, -0.04, 1.78], [-2.21, -0.92, -1.73], [-0.72, -0.56, -1.84], [-0.10, -0.83, -2.84], [-0.26, 0.07, -0.79], [-2.27, 2.42, 0.88], [-2.80, 1.89, -1.84], [-3.89, 2.69, -0.69], [-4.59, 0.24, -1.24], [-4.30, 0.56, 0.48], [-2.41, -2.41, 0.31], [-4.01, -1.77, 0.71], [-2.75, -0.46, -2.55], [-2.32, -2.00, -1.85], [1.79, 0.16, 2.01], [1.22, 2.17, 1.56], [2.32, 1.89, -0.25], [3.17, 0.66, -0.03], [4.19, 0.33, -0.91], [4.96, -0.81, -0.72], [4.70, -1.64, 0.36], [3.67, -1.32, 1.24], [2.91, -0.18, 1.06], [0.92, -0.49, 1.88], [2.12, 0.10, 3.05], [2.93, 2.76, -0.46], [1.61, 1.72, -1.06], [4.39, 0.98, -1.76], [5.75, -1.04, -1.41], [5.29, -2.53, 0.52], [3.47, -1.97, 2.09]],
  "mulliken_charge": [-0.321, -0.311, -0.518, -0.774, 0.339, -0.661, 0.576, -0.663, -0.272, -0.793, 0.627, -0.675, -0.134, 0.376, 0.283, 0.455, 0.391, 0.448, 0.412, 0.386, 0.335, 0.447, -1.012, -0.017, -1.211, 0.732, -0.782, -0.525, -0.501, -0.778, 0.633, 0.269, 0.637, 0.657, 0.312, 0.418, 0.386, 0.389, 0.439],
  "e_homo_ha": -0.2851,
  "relative_energy_kj_mol": 1.2,
  "spin_multiplicity": 1,
  "charge": 0
}

(6)
{
  "formula": "C14H17BrNOS",
  "method": "the ωB97M-V functional and the def2-TZVPD basis",
  "symbols": ["O", "C", "Br", "C", "N", "S", "H", "H", "H", "H", "H", "C", "C", "C", "C", "C", "C", "H", "H", "H", "H", "H", "H", "C", "C", "C", "C", "C", "C", "H", "H", "H", "H", "H", "H"],
  "positions_angstrom": [[1.53, -1.98, -2.65], [0.69, -1.87, -3.45], [1.14, -1.04, -5.15], [-0.71, -2.43, -3.08], [-1.87, -1.79, -3.79], [-1.95, -0.02, -3.73], [-0.87, -2.44, -1.98], [-0.71, -3.51, -3.38], [-1.99, -2.12, -4.76], [-2.72, -2.12, -3.30], [-0.78, 0.49, -3.23], [-2.68, 1.61, 0.37], [-1.52, 0.98, -0.07], [-0.34, 1.71, -0.21], [-0.32, 3.06, 0.10], [-1.48, 3.69, 0.54], [-2.66, 2.97, 0.67], [-3.60, 1.05, 0.48], [-1.53, -0.08, -0.30], [0.56, 1.22, -0.56], [0.60, 3.63, 0.00], [-1.46, 4.75, 0.79], [-3.56, 3.46, 1.01], [1.24, 0.14, 2.50], [1.81, 0.32, 3.75], [2.75, -0.59, 4.23], [3.13, -1.67, 3.45], [2.57, -1.85, 2.19], [1.62, -0.95, 1.72], [0.51, 0.84, 2.12], [1.52, 1.17, 4.36], [3.18, -0.45, 5.21], [3.87, -2.37, 3.82], [2.87, -2.69, 1.58], [1.18, -1.10, 0.74]],
  "mulliken_charge": [-0.353, 0.222, -0.043, -0.330, -0.281, 0.018, 0.318, 0.362, 0.421, 0.432, 0.213, -0.705, 0.140, -0.662, -0.395, -0.476, -0.342, 0.384, 0.461, 0.425, 0.408, 0.393, 0.386, -0.043, -0.559, -0.391, -0.423, -0.467, -0.130, 0.242, 0.374, 0.367, 0.363, 0.357, 0.316],
  "e_homo_ha": -0.4101,
  "spin_multiplicity": 1,
  "charge": 1
}

no.,F_max (eV Å⁻¹),DFT total energy (Ha)
1,5.100,-2849.401387
2,1.872,-3868.419740
3,6.130,-2169.189772
4,0.961,-11080.222809
5,0.204,-1257.578843
6,2.024,-3645.545215